# 1
Molecular formula: C19H23NO6
Method: DFT, ωB97M-V/def2-TZVPD

Structure (XYZ):
```
49
Properties=species:S:1:pos:R:3
C 7.895 2.804 1.378
O 7.434 1.900 0.310
C 6.240 1.303 0.445
O 5.493 1.480 1.388
C 5.927 0.377 -0.727
C 7.045 -0.636 -0.976
C 6.474 -2.055 -0.745
C 5.054 -1.874 -0.255
N 4.668 -0.393 -0.354
C 3.219 -0.048 -0.926
C 2.205 -1.072 -0.520
C 2.194 -1.414 0.888
O 2.627 -0.707 1.765
O 1.744 -2.663 1.224
C 0.706 -3.245 0.365
C -0.591 -2.479 0.575
C 0.651 -4.674 0.917
O 1.117 -3.213 -0.995
C 1.848 -2.111 -1.445
O 2.221 -2.097 -2.619
C 2.825 1.396 -0.546
C 2.011 1.735 0.558
C 2.063 3.054 1.085
C 2.847 4.028 0.455
C 3.599 3.703 -0.689
C 3.517 2.408 -1.209
H 8.661 3.381 0.845
H 7.090 3.457 1.738
H 8.343 2.209 2.185
H 5.813 1.000 -1.620
H 7.381 -0.519 -2.020
H 7.900 -0.436 -0.323
H 6.557 -2.625 -1.696
H 7.026 -2.625 0.014
H 4.382 -2.543 -0.792
H 4.914 -2.068 0.831
H 4.436 -0.089 0.627
H 3.585 -0.180 -1.948
H -0.496 -1.447 0.200
H -1.412 -2.968 0.034
H -0.835 -2.454 1.647
H 1.637 -5.129 0.798
H 0.435 -4.625 1.988
H -0.099 -5.301 0.434
H 1.335 1.021 1.002
H 1.457 3.314 1.959
H 2.880 5.045 0.840
H 4.197 4.452 -1.210
H 3.963 2.182 -2.180
```

Summary:
Kohn-Sham gap   7.9 eV
HOMO   -7.61 eV
SMILES   COC(=O)[C@H]1CCC[N@@H+]1[C@@H](C1=C([O-])OC(C)(C)OC1=O)c1ccccc1
LUMO   0.2841 eV

Charges computed using Löwdin, reported in e: atom 1 (C): 0.005, atom 2 (O): -0.043, atom 3 (C): -0.433, atom 4 (O): 0.135, atom 5 (C): -0.129, atom 6 (C): -0.099, atom 7 (C): -0.131, atom 8 (C): -0.063, atom 9 (N): 0.020, atom 10 (C): -0.102, atom 11 (C): -0.088, atom 12 (C): -0.510, atom 13 (O): 0.074, atom 14 (O): 0.040, atom 15 (C): -0.528, atom 16 (C): 0.014, atom 17 (C): 0.011, atom 18 (O): 0.069, atom 19 (C): -0.439, atom 20 (O): 0.044, atom 21 (C): -0.147, atom 22 (C): 0.003, atom 23 (C): -0.052, atom 24 (C): -0.089, atom 25 (C): -0.081, atom 26 (C): -0.073, atom 27 (H): 0.095, atom 28 (H): 0.097, atom 29 (H): 0.101, atom 30 (H): 0.154, atom 31 (H): 0.125, atom 32 (H): 0.118, atom 33 (H): 0.124, atom 34 (H): 0.117, atom 35 (H): 0.133, atom 36 (H): 0.149, atom 37 (H): 0.139, atom 38 (H): 0.151, atom 39 (H): 0.094, atom 40 (H): 0.097, atom 41 (H): 0.100, atom 42 (H): 0.091, atom 43 (H): 0.093, atom 44 (H): 0.091, atom 45 (H): 0.104, atom 46 (H): 0.107, atom 47 (H): 0.098, atom 48 (H): 0.101, atom 49 (H): 0.114

=====

# 2
Molecular formula: C19H23NO7PPtS2
Method: DFT, ωB97M-V/def2-TZVPD

Structure (XYZ):
```
54
Properties=species:S:1:pos:R:3
Pt 0.326 0.557 -0.263
O 3.615 0.737 -3.405
C 2.735 0.154 -2.550
O 1.900 -0.674 -2.844
C 3.006 0.721 -1.182
C 4.276 1.226 -1.033
C 4.838 1.326 0.259
C 4.106 0.851 1.328
C 2.838 0.316 1.146
N 2.274 0.472 -0.088
C 2.100 -0.251 2.348
O 2.535 -1.438 2.905
O 1.289 0.320 3.052
H 3.366 0.345 -4.261
H 4.845 1.458 -1.947
H 5.805 1.777 0.457
H 4.477 0.951 2.352
H 3.304 -1.891 2.476
C -4.256 5.046 1.356
C -3.086 4.861 0.509
O -2.502 3.500 0.737
P -1.956 2.654 -0.462
S -2.180 0.747 -0.015
S 0.117 2.674 -0.587
O -2.583 3.257 -1.794
C -3.838 2.650 -2.478
C -3.750 3.122 -3.903
H -4.600 6.034 1.344
H -4.069 4.859 2.464
H -5.038 4.313 1.048
H -2.245 5.569 0.671
H -3.423 4.950 -0.540
H -4.721 2.982 -1.918
H -3.647 1.601 -2.370
H -4.128 4.123 -3.789
H -4.455 2.616 -4.538
H -2.658 3.074 -4.219
C -0.651 -2.168 1.758
C 0.328 -2.619 0.767
O 0.790 -1.928 -0.152
C 0.673 -4.061 0.860
C 0.360 -4.697 2.074
C 0.396 -6.068 2.196
C 0.730 -6.850 1.126
C 0.995 -6.279 -0.072
C 1.016 -4.894 -0.199
H -1.476 -2.853 1.888
H -0.984 -1.194 1.458
H -0.224 -2.046 2.767
H 0.017 -4.113 2.946
H 0.242 -6.480 3.203
H 0.709 -7.921 1.209
H 1.155 -6.983 -0.935
H 1.306 -4.435 -1.159
```

Summary:
Kohn-Sham gap (spin up / spin down)   4.0 / 4.6 eV
⟨S²⟩   8.8023
HOMO (spin up / spin down)   -10.57 / -14.60 eV
Total charge   +2
Multiplicity   6
LUMO (spin up / spin down)   -6.5744 / -10.0080 eV

Charges computed using Löwdin, reported in e: atom 1 (Pt): 0.884, atom 2 (O): 0.108, atom 3 (C): -0.436, atom 4 (O): 0.139, atom 5 (C): -0.197, atom 6 (C): 0.057, atom 7 (C): 0.041, atom 8 (C): 0.033, atom 9 (C): -0.133, atom 10 (N): -0.108, atom 11 (C): -0.438, atom 12 (O): 0.111, atom 13 (O): 0.137, atom 14 (H): 0.158, atom 15 (H): 0.148, atom 16 (H): 0.137, atom 17 (H): 0.152, atom 18 (H): 0.153, atom 19 (C): -0.072, atom 20 (C): -0.228, atom 21 (O): -0.283, atom 22 (P): 0.005, atom 23 (S): 0.510, atom 24 (S): 0.484, atom 25 (O): -0.326, atom 26 (C): -0.167, atom 27 (C): -0.045, atom 28 (H): 0.076, atom 29 (H): 0.122, atom 30 (H): 0.105, atom 31 (H): 0.146, atom 32 (H): 0.116, atom 33 (H): 0.135, atom 34 (H): 0.081, atom 35 (H): 0.082, atom 36 (H): 0.092, atom 37 (H): 0.122, atom 38 (C): -0.048, atom 39 (C): -0.460, atom 40 (O): -0.095, atom 41 (C): -0.123, atom 42 (C): 0.013, atom 43 (C): -0.031, atom 44 (C): -0.062, atom 45 (C): 0.004, atom 46 (C): 0.013, atom 47 (H): 0.104, atom 48 (H): -0.002, atom 49 (H): 0.098, atom 50 (H): 0.132, atom 51 (H): 0.136, atom 52 (H): 0.126, atom 53 (H): 0.160, atom 54 (H): 0.134

=====

# 3
Molecular formula: C19H24B2F5N6NaSe2
Method: DFT, ωB97M-V/def2-TZVPD

Structure (XYZ):
```
59
Properties=species:S:1:pos:R:3
Na -0.813 0.700 0.827
C 0.020 4.097 -1.917
C -0.741 3.071 -1.335
N 0.003 2.336 -0.523
N 1.235 2.861 -0.547
C 1.278 3.919 -1.380
B 2.412 2.345 0.306
N 2.812 0.906 -0.070
C 3.909 0.540 -0.764
C 3.928 -0.838 -0.831
C 2.768 -1.225 -0.134
N 2.108 -0.168 0.312
N 2.046 2.377 1.798
C 2.775 2.931 2.787
C 2.104 2.731 3.977
C 0.950 2.023 3.599
N 0.935 1.818 2.290
H -0.298 4.855 -2.613
H -1.783 2.834 -1.487
H 2.194 4.465 -1.536
H 3.355 3.076 0.124
H 4.589 1.277 -1.161
H 4.661 -1.461 -1.316
H 2.388 -2.219 0.047
H 3.706 3.430 2.576
H 2.406 3.045 4.962
H 0.131 1.668 4.207
C -3.424 -1.526 -0.550
Se -1.556 -1.364 -1.073
C -2.383 -0.135 -2.738
C -1.575 -0.011 -4.014
Se 0.367 0.340 -3.845
C 0.962 -1.512 -3.977
H -3.475 -2.031 0.409
H -3.979 -2.085 -1.303
H -3.845 -0.527 -0.453
H -2.586 0.853 -2.310
H -3.352 -0.575 -3.015
H -1.920 0.806 -4.656
H -1.613 -0.933 -4.599
H 0.823 -1.886 -4.992
H 0.391 -2.098 -3.261
H 2.015 -1.532 -3.711
F 0.241 -5.682 3.257
C -0.185 -4.715 2.382
C -1.114 -5.054 1.420
C -1.520 -4.063 0.533
C -1.039 -2.753 0.586
C -0.098 -2.477 1.580
C 0.333 -3.444 2.486
H -1.502 -6.066 1.380
H -2.247 -4.316 -0.238
H 0.340 -1.484 1.648
H 1.057 -3.220 3.262
F -2.898 1.122 3.916
B -3.652 1.219 2.731
F -4.629 0.215 2.688
F -4.253 2.485 2.640
F -2.760 1.052 1.620
```

Summary:
Kohn-Sham gap   4.9 eV
HOMO   -0.80 eV
Total charge   -2
LUMO   4.0933 eV

Charges computed using Löwdin, reported in e: atom 1 (Na): 0.261, atom 2 (C): -0.085, atom 3 (C): -0.158, atom 4 (N): 0.043, atom 5 (N): -0.027, atom 6 (C): -0.108, atom 7 (B): -0.532, atom 8 (N): -0.041, atom 9 (C): -0.114, atom 10 (C): -0.098, atom 11 (C): -0.165, atom 12 (N): 0.088, atom 13 (N): -0.042, atom 14 (C): -0.112, atom 15 (C): -0.094, atom 16 (C): -0.148, atom 17 (N): 0.062, atom 18 (H): 0.075, atom 19 (H): 0.099, atom 20 (H): 0.103, atom 21 (H): 0.109, atom 22 (H): 0.103, atom 23 (H): 0.071, atom 24 (H): 0.094, atom 25 (H): 0.102, atom 26 (H): 0.071, atom 27 (H): 0.101, atom 28 (C): -0.378, atom 29 (Se): 0.917, atom 30 (C): -0.487, atom 31 (C): -0.598, atom 32 (Se): 0.813, atom 33 (C): -0.448, atom 34 (H): 0.020, atom 35 (H): 0.013, atom 36 (H): 0.020, atom 37 (H): 0.013, atom 38 (H): 0.026, atom 39 (H): 0.028, atom 40 (H): 0.042, atom 41 (H): 0.003, atom 42 (H): -0.012, atom 43 (H): -0.003, atom 44 (F): -0.008, atom 45 (C): -0.310, atom 46 (C): -0.055, atom 47 (C): -0.154, atom 48 (C): -0.373, atom 49 (C): -0.135, atom 50 (C): -0.038, atom 51 (H): 0.097, atom 52 (H): 0.085, atom 53 (H): 0.067, atom 54 (H): 0.107, atom 55 (F): 0.083, atom 56 (B): -1.212, atom 57 (F): 0.092, atom 58 (F): 0.086, atom 59 (F): 0.042

=====

# 4
Molecular formula: C19H24BF8N4NiO3
Method: DFT, ωB97M-V/def2-TZVPD

Structure (XYZ):
```
60
Properties=species:S:1:pos:R:3
Ni -0.283 0.377 -0.159
C -1.931 0.158 -2.782
N -1.627 -0.539 -1.529
C -1.103 -1.876 -1.837
C -2.846 -0.595 -0.715
C -2.578 -1.185 0.652
N -1.277 -0.729 1.111
C -0.933 -0.971 2.399
C 0.399 -1.329 2.717
F 1.240 -1.621 1.705
C 0.855 -1.486 4.003
F 2.155 -1.804 4.195
C 0.018 -1.372 5.099
C -1.303 -1.103 4.817
F -2.180 -0.968 5.838
C -1.773 -0.916 3.532
F -3.076 -0.567 3.412
H -2.690 -0.406 -3.344
H -1.028 0.265 -3.375
H -2.316 1.153 -2.562
H -1.849 -2.470 -2.384
H -0.827 -2.388 -0.917
H -0.207 -1.767 -2.445
H -3.630 -1.168 -1.234
H -3.199 0.434 -0.611
H -2.589 -2.285 0.583
H -3.409 -0.912 1.303
H 0.375 -1.492 6.110
C 2.954 2.233 -0.578
N 3.608 1.617 0.608
C 4.472 2.586 1.306
C 2.615 0.935 1.530
C 1.447 1.794 1.906
C 1.576 2.694 2.969
C 0.519 3.504 3.343
C -0.681 3.399 2.650
C -0.813 2.477 1.622
C 0.236 1.640 1.219
H 3.727 2.590 -1.254
H 2.311 3.047 -0.259
H 2.359 1.466 -1.054
H 4.158 0.833 0.233
H 3.847 3.383 1.701
H 5.188 2.997 0.598
H 4.993 2.086 2.120
H 3.196 0.605 2.394
H 2.283 0.064 0.978
H 2.509 2.739 3.525
H 0.621 4.193 4.173
H -1.524 4.021 2.931
H -1.776 2.395 1.126
O 1.352 3.189 -2.697
N 0.772 2.102 -2.646
O 0.819 1.298 -3.571
O 0.106 1.828 -1.591
F 3.987 -0.746 -0.636
B 2.933 -1.428 -1.353
F 2.858 -2.732 -0.898
F 3.195 -1.353 -2.707
F 1.704 -0.751 -1.060
```

Summary:
Kohn-Sham gap (spin up / spin down)   7.2 / 7.1 eV
HOMO (spin up / spin down)   -4.74 / -4.67 eV
Total charge   -1
LUMO (spin up / spin down)   2.4542 / 2.4540 eV

Charges computed using Löwdin, reported in e: atom 1 (Ni): 0.570, atom 2 (C): -0.089, atom 3 (N): -0.305, atom 4 (C): -0.062, atom 5 (C): -0.200, atom 6 (C): -0.221, atom 7 (N): -0.040, atom 8 (C): -0.174, atom 9 (C): -0.157, atom 10 (F): 0.085, atom 11 (C): -0.222, atom 12 (F): 0.067, atom 13 (C): 0.041, atom 14 (C): -0.227, atom 15 (F): 0.064, atom 16 (C): -0.138, atom 17 (F): 0.059, atom 18 (H): 0.090, atom 19 (H): 0.063, atom 20 (H): 0.090, atom 21 (H): 0.092, atom 22 (H): 0.087, atom 23 (H): 0.095, atom 24 (H): 0.122, atom 25 (H): 0.120, atom 26 (H): 0.115, atom 27 (H): 0.104, atom 28 (H): 0.123, atom 29 (C): 0.001, atom 30 (N): -0.165, atom 31 (C): -0.009, atom 32 (C): -0.083, atom 33 (C): -0.242, atom 34 (C): -0.071, atom 35 (C): -0.106, atom 36 (C): -0.097, atom 37 (C): -0.094, atom 38 (C): -0.120, atom 39 (H): 0.113, atom 40 (H): 0.109, atom 41 (H): 0.074, atom 42 (H): 0.143, atom 43 (H): 0.092, atom 44 (H): 0.099, atom 45 (H): 0.101, atom 46 (H): 0.137, atom 47 (H): 0.092, atom 48 (H): 0.102, atom 49 (H): 0.091, atom 50 (H): 0.094, atom 51 (H): 0.094, atom 52 (O): -0.010, atom 53 (N): -0.562, atom 54 (O): 0.013, atom 55 (O): -0.115, atom 56 (F): 0.061, atom 57 (B): -1.227, atom 58 (F): 0.132, atom 59 (F): 0.137, atom 60 (F): 0.068

=====

The evaluated energy relative to the best compared isomer or geometry (same formula, charge and spin) for the records listed, in turn: 68.75 45.37 13.63 0.00 kcal/mol.